{
  "formula": "C40H46HgN6O2Sb",
  "method": "the ωB97M-V functional and the def2-TZVPD basis",
  "elements": ["Hg", "C", "C", "C", "C", "N", "C", "C", "C", "C", "C", "C", "C", "H", "H", "H", "H", "H", "H", "H", "H", "N", "C", "C", "C", "C", "C", "C", "C", "C", "C", "C", "C", "C", "N", "C", "C", "C", "C", "N", "H", "H", "H", "H", "H", "H", "H", "H", "H", "H", "C", "C", "N", "O", "C", "C", "N", "O", "H", "H", "H", "H", "H", "H", "H", "C", "C", "C", "Sb", "C", "C", "C", "C", "C", "C", "H", "H", "H", "H", "H", "H", "H", "H", "H", "H", "H", "H", "H", "H", "H", "H", "H", "H", "H", "H", "H"],
  "positions_angstrom": [[-0.3222, -0.2901, -0.1689], [-1.5203, -3.5644, 3.3685], [-1.2895, -4.7556, 2.6946], [-0.7129, -4.7214, 1.4396], [-0.3531, -3.4957, 0.8622], [-0.5983, -2.3575, 1.5263], [-1.1612, -2.3922, 2.7229], [0.2701, -3.3961, -0.4838], [0.7218, -4.5557, -1.1252], [1.2229, -4.5163, -2.4133], [1.2882, -3.3001, -3.0776], [0.8966, -2.1417, -2.4220], [0.3839, -2.1486, -1.1257], [-1.9731, -3.5421, 4.3505], [-1.5630, -5.7024, 3.1454], [-0.5614, -5.6499, 0.9086], [-1.3352, -1.4238, 3.1838], [0.7023, -5.5117, -0.6146], [1.5627, -5.4256, -2.8960], [1.6509, -3.2553, -4.0992], [0.9837, -1.2013, -2.9549], [-7.8900, 5.2912, -5.3725], [-7.1109, 4.6711, -4.7842], [-6.1565, 3.9188, -4.0632], [-5.7133, 4.3431, -2.7937], [-4.7548, 3.6324, -2.1152], [-4.2025, 2.4397, -2.6343], [-4.6809, 2.0101, -3.8914], [-5.6114, 2.7343, -4.5958], [-3.1994, 1.6874, -1.8984], [-2.0926, 2.4195, -1.3536], [-1.8008, 3.7868, -1.5907], [-0.6695, 4.1033, -0.8374], [-0.3026, 2.9258, -0.1868], [-1.1306, 1.9131, -0.5014], [-3.4231, 0.2861, -1.7277], [-4.5938, -0.4375, -2.0789], [-4.4077, -1.7446, -1.6367], [-3.1465, -1.7648, -1.0302], [-2.5595, -0.5595, -1.0744], [-6.1485, 5.2336, -2.3559], [-4.4306, 3.9643, -1.1380], [-4.2687, 1.1036, -4.3148], [-5.9257, 2.4092, -5.5804], [-2.3407, 4.4468, -2.2512], [-0.1762, 5.0631, -0.7691], [0.5038, 2.7611, 0.5155], [-5.4638, -0.0388, -2.5771], [-5.0881, -2.5793, -1.7335], [-2.6521, -2.6046, -0.5587], [-0.3976, 1.1132, 4.5050], [-0.0256, 0.6949, 3.1056], [-0.8784, 0.5850, 2.1621], [-2.1830, 0.9472, 2.4761], [1.3678, 0.4028, 2.7777], [2.4216, 0.3395, 3.8525], [1.6377, 0.2409, 1.5145], [2.8412, -0.0167, 1.1356], [-1.4804, 1.1456, 4.5984], [0.0035, 2.1041, 4.7265], [0.0094, 0.4104, 5.2326], [-2.5693, 0.9578, 1.5871], [2.4890, 1.2730, 4.4190], [3.3743, 0.1565, 3.3589], [2.2271, -0.4745, 4.5584], [3.1756, 4.2991, -0.1760], [3.2824, 3.6985, -1.5772], [4.6548, 3.9881, -2.1748], [2.6604, 1.5465, -1.4430], [4.6930, 0.6870, -1.5700], [4.5247, -0.8175, -1.7608], [5.4561, 0.9822, -0.2809], [2.2121, 1.2958, -3.6085], [3.1253, 2.0368, -4.5775], [0.7489, 1.6706, -3.8353], [3.4354, 5.3659, -0.1821], [3.8537, 3.7935, 0.5179], [2.1615, 4.1971, 0.2131], [2.5100, 4.1568, -2.2043], [5.4498, 3.5541, -1.5651], [4.8342, 5.0714, -2.2146], [4.7564, 3.5924, -3.1845], [5.2265, 1.1162, -2.4250], [3.9353, -1.2274, -0.9362], [5.4972, -1.3270, -1.7766], [4.0085, -1.0493, -2.6961], [4.8843, 0.6140, 0.5722], [5.6219, 2.0530, -0.1410], [6.4376, 0.4884, -0.2820], [2.3320, 0.2219, -3.7868], [3.0123, 3.1179, -4.4695], [2.8722, 1.7810, -5.6155], [4.1732, 1.7724, -4.4164], [0.5760, 2.7309, -3.6278], [0.0754, 1.1060, -3.1850], [0.4554, 1.4807, -4.8754]],
  "forces_ev_per_a": [[0.143, 0.036, -0.674], [0.058, -0.132, -0.116], [-0.004, 0.142, 0.090], [0.024, -0.090, -0.063], [-0.150, 0.093, 0.475], [0.072, -0.366, -0.154], [-0.091, 0.025, 0.191], [0.122, 0.236, -0.320], [-0.029, -0.054, 0.116], [0.027, 0.000, -0.050], [0.022, 0.000, 0.036], [0.000, 0.030, -0.122], [-0.032, 0.297, 0.433], [-0.012, 0.020, 0.002], [-0.007, -0.029, -0.036], [0.011, 0.026, -0.029], [-0.040, -0.187, -0.039], [-0.031, 0.011, -0.013], [-0.016, -0.014, 0.022], [0.039, 0.023, 0.017], [-0.047, 0.000, 0.025], [0.061, -0.061, 0.051], [-0.360, 0.269, -0.265], [0.450, -0.312, 0.334], [-0.099, -0.006, -0.217], [-0.034, 0.052, -0.007], [0.208, -0.082, 0.138], [-0.030, -0.037, -0.023], [-0.150, 0.169, -0.006], [-0.116, 0.047, -0.122], [0.235, 0.323, 0.050], [-0.112, -0.226, -0.073], [0.167, 0.040, 0.100], [-0.021, 0.129, 0.077], [-0.041, -0.284, 0.148], [-0.168, -0.240, 0.024], [0.022, 0.157, -0.057], [0.048, -0.167, 0.038], [-0.122, -0.010, -0.003], [-0.239, -0.022, 0.055], [0.023, 0.011, 0.010], [0.014, 0.008, -0.022], [0.002, 0.020, 0.002], [-0.004, -0.027, 0.006], [0.000, 0.009, 0.020], [0.009, -0.016, 0.007], [0.001, -0.037, -0.052], [-0.025, -0.027, 0.032], [-0.011, 0.022, -0.008], [0.030, 0.003, -0.021], [-0.152, -0.027, -0.217], [-0.064, 0.167, -0.024], [0.105, 0.050, 0.046], [-0.209, 0.029, -0.048], [0.263, 0.018, 0.291], [-0.163, -0.065, -0.184], [0.361, -0.011, -0.240], [-0.007, -0.041, 0.327], [0.030, 0.037, 0.078], [0.042, -0.014, 0.012], [0.064, 0.009, 0.006], [-0.134, 0.060, 0.010], [-0.007, -0.004, 0.045], [0.013, -0.014, 0.001], [0.058, 0.009, 0.064], [-0.067, -0.059, -0.079], [-0.064, -0.279, 0.090], [-0.077, -0.060, -0.011], [0.382, 0.226, -0.634], [-0.264, 0.094, 0.102], [-0.018, 0.065, -0.004], [-0.043, -0.027, -0.035], [0.069, 0.147, 0.187], [-0.075, -0.173, 0.039], [0.067, -0.069, 0.021], [0.003, 0.004, 0.015], [-0.005, 0.030, 0.035], [0.053, 0.033, 0.051], [-0.017, -0.059, -0.019], [0.015, 0.005, -0.026], [0.004, 0.004, -0.011], [0.058, 0.032, 0.021], [-0.074, 0.036, -0.015], [0.005, -0.049, -0.026], [0.001, -0.005, 0.002], [0.002, -0.057, 0.022], [0.045, 0.003, 0.047], [0.021, -0.018, 0.044], [0.006, 0.008, -0.016], [0.026, 0.003, 0.074], [0.040, 0.008, -0.018], [0.003, 0.043, -0.008], [0.020, 0.075, -0.048], [-0.043, -0.006, 0.028], [-0.033, 0.047, -0.007], [-0.038, 0.023, 0.008]],
  "energy_ev": -65970.632,
  "fmax_ev_per_a": 0.77,
  "homo_energy_ev": [0.0, -1.7],
  "s_squared": 0.7756,
  "charge": -2,
  "gap_ev": [4.25, 5.97],
  "multiplicity": 2
}


{
  "formula": "C40H46IrN8P2S3",
  "method": "the ωB97M-V functional and the def2-TZVPD basis",
  "elements": ["Ir", "C", "N", "P", "C", "C", "C", "C", "C", "C", "C", "C", "C", "C", "C", "C", "P", "C", "C", "C", "C", "C", "C", "C", "C", "C", "C", "C", "C", "H", "H", "H", "H", "H", "H", "H", "H", "H", "H", "H", "H", "H", "H", "H", "H", "H", "H", "H", "H", "H", "H", "H", "N", "N", "C", "N", "S", "H", "H", "H", "H", "H", "C", "C", "N", "C", "C", "S", "C", "C", "S", "C", "N", "C", "H", "H", "H", "H", "H", "H", "H", "H", "N", "C", "N", "C", "C", "C", "C", "C", "H", "H", "H", "H", "H", "H", "H", "H", "H", "H"],
  "positions_angstrom": [[0.2228, -0.1545, 0.3475], [-3.1749, 1.6354, -0.4461], [-2.3720, 1.1428, -1.6069], [-1.5161, -0.3278, -1.2835], [-2.8866, -1.4912, -1.0600], [-4.1333, -1.2353, -1.6288], [-5.1574, -2.1658, -1.5175], [-4.9403, -3.3682, -0.8582], [-3.6898, -3.6462, -0.3238], [-2.6736, -2.7074, -0.4203], [-0.9157, -0.8447, -2.9170], [-1.6081, -0.5455, -4.0953], [-1.1804, -1.0640, -5.3110], [-0.0752, -1.9037, -5.3604], [0.6105, -2.2201, -4.1928], [0.1920, -1.6901, -2.9792], [-1.6034, 2.3325, -2.5212], [-2.8067, 3.1972, -3.4332], [-2.4076, 4.4130, -4.0608], [-3.3074, 5.0998, -4.8353], [-4.5879, 4.5669, -5.0416], [-4.9864, 3.3627, -4.4305], [-4.0944, 2.6544, -3.6685], [-0.8337, 3.4157, -1.3126], [-1.4749, 4.5220, -0.7746], [-1.0477, 5.1469, 0.3807], [0.1761, 4.7155, 1.1072], [1.1066, 3.7559, 0.3409], [0.4004, 2.8351, -0.6821], [-3.9102, 0.8809, -0.1766], [-3.7049, 2.5451, -0.7221], [-2.5352, 1.8332, 0.4155], [-4.3108, -0.3159, -2.1748], [-6.1261, -1.9562, -1.9558], [-5.7419, -4.0916, -0.7691], [-3.5081, -4.6009, 0.1567], [-1.7038, -2.9361, -0.0102], [-2.5034, 0.0683, -4.0655], [-1.7273, -0.8390, -6.2181], [0.2392, -2.3285, -6.3064], [1.4703, -2.8801, -4.2371], [0.7286, -1.9279, -2.0676], [-1.4053, 4.8027, -3.9181], [-3.0232, 6.0318, -5.3048], [-5.2717, 5.0735, -5.7132], [-5.9920, 2.9905, -4.5760], [-4.3852, 1.7142, -3.2162], [-2.3632, 4.9112, -1.2657], [-1.5861, 6.0126, 0.7469], [0.6856, 5.5714, 1.5410], [2.1084, 4.1087, 0.1186], [1.0704, 2.3919, -1.4231], [0.5491, -2.4197, 0.5728], [-0.0999, -3.0659, 1.6332], [-1.1084, -2.4867, 2.3359], [-1.7499, -3.2833, 3.1827], [-1.5241, -0.8672, 2.1634], [0.3119, -2.8889, -0.2955], [1.5443, -2.5343, 0.7151], [0.0847, -4.0514, 1.7397], [-1.5392, -4.2634, 3.3005], [-2.5114, -2.9058, 3.7230], [1.1507, 0.1292, 3.9747], [2.2071, -0.1823, 2.9834], [2.0771, -0.2092, 1.6855], [3.3028, -0.5074, 1.0762], [4.3493, -0.7506, 1.9809], [3.8235, -0.5572, 3.5512], [3.4913, -0.4382, -0.3178], [4.7052, -0.7745, -0.9776], [4.6244, -0.3406, -2.5744], [2.9842, 0.2906, -2.3232], [2.5229, 0.1148, -1.1205], [2.3434, 1.0158, -3.4469], [0.3058, 0.6013, 3.4869], [1.5532, 0.7695, 4.7637], [0.8039, -0.7890, 4.4601], [5.3840, -0.9953, 1.7599], [5.5938, -1.2368, -0.5579], [2.6699, 0.6176, -4.4089], [2.6605, 2.0649, -3.4140], [1.2628, 0.9574, -3.3876], [0.0403, 1.8684, 0.4203], [0.7513, 2.6640, 1.3242], [-0.0167, 3.6352, 2.2553], [-1.4061, 3.2157, 2.6668], [-1.8652, 3.8887, 3.9615], [-1.3041, 5.3052, 4.0863], [0.2368, 5.2753, 4.1310], [0.7962, 4.0220, 3.4616], [-1.3927, 2.1288, 2.7521], [-2.0714, 3.4722, 1.8475], [-1.5685, 3.2972, 4.8327], [-2.9551, 3.9086, 3.9554], [-1.6880, 5.7708, 4.9910], [-1.6607, 5.9209, 3.2542], [0.5855, 5.2654, 5.1648], [0.6576, 6.1749, 3.6830], [0.7573, 3.1650, 4.1315], [1.8274, 4.1532, 3.1362]],
  "forces_ev_per_a": [[-1.444, -1.489, 0.251], [-0.009, -0.104, -0.006], [0.262, -0.043, 0.165], [0.690, -0.024, 0.279], [-0.064, 0.099, 0.181], [-0.084, -0.058, -0.061], [0.000, 0.040, -0.051], [-0.042, -0.014, 0.015], [0.061, -0.034, -0.025], [-0.089, -0.057, -0.118], [0.058, 0.228, -0.103], [-0.006, -0.005, 0.035], [-0.066, 0.004, 0.057], [0.033, -0.032, 0.002], [0.040, 0.009, 0.019], [0.011, 0.067, -0.073], [-0.422, -0.015, 0.474], [0.082, 0.103, -0.374], [-0.108, -0.187, 0.247], [-0.211, -0.081, -0.146], [0.059, -0.114, 0.030], [-0.024, 0.244, -0.242], [0.205, 0.105, 0.121], [0.469, 0.067, -0.257], [-0.099, -0.023, -0.030], [0.058, -0.009, 0.120], [0.009, -0.192, -0.216], [-0.325, 0.007, 0.084], [-0.171, -0.056, 0.023], [-0.014, -0.033, -0.029], [0.001, -0.006, -0.063], [0.044, -0.001, -0.067], [-0.006, -0.050, 0.080], [0.063, -0.010, 0.033], [0.052, 0.041, -0.030], [-0.016, 0.071, -0.012], [-0.098, -0.053, -0.039], [0.050, -0.063, -0.021], [0.021, 0.018, 0.037], [-0.001, 0.044, 0.053], [-0.094, 0.000, 0.025], [0.093, 0.045, -0.057], [-0.036, -0.041, 0.021], [-0.027, -0.018, -0.028], [-0.022, 0.034, 0.137], [0.028, 0.014, -0.062], [0.050, 0.045, -0.003], [0.072, -0.037, 0.068], [0.005, -0.043, 0.007], [0.010, -0.011, 0.059], [-0.019, -0.046, 0.022], [-0.026, 0.110, -0.008], [0.043, 0.680, -0.384], [-0.061, 0.034, 0.358], [0.023, 0.050, 0.101], [0.033, 0.043, -0.038], [0.083, 0.179, -0.041], [-0.064, -0.128, -0.133], [0.204, -0.040, -0.014], [0.006, -0.139, -0.055], [-0.003, -0.008, -0.018], [-0.032, 0.025, 0.056], [0.119, -0.017, 0.154], [-0.020, -0.001, 0.043], [0.301, 0.126, -0.316], [0.129, -0.116, 0.493], [-0.205, -0.001, -0.241], [-0.133, 0.042, 0.145], [0.078, 0.070, -0.072], [-0.139, 0.035, 0.142], [0.032, 0.031, -0.106], [-0.015, -0.056, -0.064], [0.545, 0.167, -0.427], [0.118, -0.073, -0.064], [-0.013, 0.024, -0.010], [-0.011, -0.030, -0.050], [-0.003, 0.047, -0.052], [-0.215, 0.059, 0.010], [-0.196, 0.070, -0.047], [-0.030, -0.005, 0.031], [-0.029, -0.040, 0.016], [-0.186, -0.027, 0.072], [0.700, 0.643, 0.285], [-0.090, -0.174, -0.007], [-0.118, 0.029, 0.002], [0.131, 0.180, 0.030], [0.073, 0.068, 0.032], [0.052, -0.089, -0.004], [-0.133, -0.052, 0.002], [-0.090, 0.050, -0.125], [0.070, -0.041, -0.018], [0.001, 0.019, -0.106], [-0.006, 0.015, -0.073], [0.017, -0.030, 0.045], [-0.027, 0.051, -0.025], [0.046, -0.044, 0.014], [0.003, 0.004, -0.027], [0.001, 0.018, 0.005], [-0.013, -0.072, -0.016], [0.019, -0.023, -0.028]],
  "energy_ev": -108028.843,
  "fmax_ev_per_a": 2.09,
  "homo_energy_ev": [-16.5, -17.7],
  "s_squared": 8.8311,
  "charge": 4,
  "gap_ev": [5.81, 4.23],
  "multiplicity": 6
}


ΔE to the lowest compared entry with this formula, charge and spin? In order: 8.2; 79.3 kcal/mol.